Record 1
{"formula": "C6H9NO2", "method": "the ωB97M-V functional and the def2-TZVPD basis", "symbols": ["C", "C", "C", "C", "O", "O", "N", "C", "C", "H", "H", "H", "H", "H", "H", "H", "H", "H"], "positions_angstrom": [[1.72739, 0.68198, -0.13043], [0.38009, 0.22922, -0.69562], [-2.46248, -0.43368, -1.08688], [-1.86744, 0.38008, 0.02723], [2.87783, 0.06842, -0.58986], [-2.79389, 0.79766, 0.92242], [-0.65428, 0.67786, 0.21296], [2.08647, 0.00073, 1.12008], [2.58458, -0.91325, 1.82218], [3.22445, -1.01302, 0.77663], [-2.32736, 1.31966, 1.59317], [1.75333, 1.77596, -0.02730], [0.26440, 0.66766, -1.69284], [0.42602, -0.85413, -0.85464], [-3.51661, -0.61946, -0.89872], [-1.92141, -1.37563, -1.18505], [-2.35470, 0.10599, -2.02997], [2.57362, -1.49606, 2.71663]], "nbo_charge": [0.048, -0.262, -0.710, 0.594, -0.731, -0.673, -0.540, 0.336, -0.542, 0.422, 0.493, 0.184, 0.200, 0.194, 0.241, 0.234, 0.237, 0.274], "lumo_energy_ev": 0.7, "de_lowest_ev": 5.480, "e_homo_ev": -8.92, "orbital_gap_ev": 9.59, "e_tot_ev": -11947.838}


Record 2
{"formula": "C16H32BNaO12", "method": "the ωB97M-V functional and the def2-TZVPD basis", "symbols": ["Na", "O", "C", "O", "B", "O", "C", "O", "O", "C", "O", "C", "O", "O", "C", "C", "C", "O", "H", "H", "H", "H", "H", "H", "H", "H", "C", "C", "C", "O", "H", "H", "H", "H", "H", "H", "H", "H", "C", "C", "C", "O", "H", "H", "H", "H", "H", "H", "H", "H", "C", "C", "C", "O", "H", "H", "H", "H", "H", "H", "H", "H"], "positions_angstrom": [[-19.94592, -14.39911, -2.87201], [-21.17646, -13.98769, -5.07743], [-21.60924, -13.62814, -6.17930], [-22.46516, -14.21666, -6.96023], [-22.64801, -13.41371, -8.24908], [-21.69469, -12.28332, -8.07568], [-21.16345, -12.33226, -6.90989], [-20.37115, -11.54601, -6.41378], [-24.02640, -12.97068, -8.50402], [-24.39991, -13.27866, -9.69614], [-25.38815, -12.94147, -10.29030], [-23.32302, -14.15501, -10.27810], [-22.30851, -14.19899, -9.42519], [-23.35315, -14.61726, -11.43413], [-22.79701, -16.96327, -3.30824], [-21.43887, -17.30702, -2.70434], [-20.27048, -17.42015, -3.73937], [-21.13658, -16.24226, -1.81429], [-22.98515, -17.60883, -4.16612], [-22.92008, -15.95049, -3.69194], [-23.61784, -17.12290, -2.60906], [-21.61906, -18.26135, -2.20948], [-20.39361, -16.74924, -4.58956], [-20.19579, -18.37954, -4.25134], [-19.34211, -17.20575, -3.20997], [-21.63824, -16.48784, -1.03351], [-18.29419, -16.25243, -0.17061], [-17.44163, -15.04480, -0.49158], [-16.36876, -15.27817, -1.50490], [-18.34237, -14.08514, -1.01808], [-18.84909, -16.68265, -1.00433], [-19.05189, -15.99573, 0.56973], [-17.67048, -17.02048, 0.28677], [-16.95202, -14.61689, 0.38322], [-16.75883, -15.59309, -2.47277], [-15.58179, -16.00991, -1.32234], [-15.75137, -14.39014, -1.64032], [-18.17889, -13.25888, -0.55747], [-23.56411, -13.28055, 0.03077], [-22.06895, -13.04214, 0.23009], [-21.43096, -14.05572, 1.11924], [-21.54111, -13.07447, -1.06820], [-24.08119, -12.57908, -0.62396], [-24.10424, -13.33993, 0.97567], [-23.65375, -14.29879, -0.34773], [-21.94183, -12.09142, 0.74784], [-21.50611, -15.06331, 0.71032], [-21.76268, -14.13790, 2.15428], [-20.35490, -13.88398, 1.14573], [-22.01971, -12.39975, -1.55532], [-18.42589, -15.65691, -6.47056], [-17.67122, -15.77811, -5.13118], [-16.15554, -15.67086, -5.40153], [-18.03414, -14.65158, -4.27101], [-18.00797, -16.35158, -7.19918], [-18.19426, -14.72477, -6.98588], [-19.51408, -15.70179, -6.42678], [-17.90554, -16.74041, -4.67600], [-15.82558, -14.71105, -5.79899], [-15.83728, -16.47134, -6.06940], [-15.66392, -15.84881, -4.44511], [-17.79209, -13.84051, -4.72398]], "nbo_charge": [0.932, -0.676, 0.713, -0.619, 1.169, -0.618, 0.674, -0.578, -0.649, 0.674, -0.532, 0.659, -0.657, -0.541, -0.638, 0.086, -0.657, -0.755, 0.218, 0.232, 0.205, 0.172, 0.230, 0.234, 0.205, 0.483, -0.627, 0.084, -0.634, -0.762, 0.219, 0.211, 0.213, 0.170, 0.219, 0.218, 0.213, 0.485, -0.629, 0.088, -0.621, -0.736, 0.213, 0.213, 0.205, 0.161, 0.191, 0.230, 0.217, 0.480, -0.648, 0.096, -0.632, -0.783, 0.220, 0.215, 0.225, 0.190, 0.213, 0.218, 0.210, 0.488], "lumo_energy_ev": -0.4, "de_lowest_ev": 1.072, "e_homo_ev": -9.16, "orbital_gap_ev": 8.73, "e_tot_ev": -46780.256}


Record 3
{"formula": "C10H29INO9", "method": "the ωB97M-V functional and the def2-TZVPD basis", "symbols": ["O", "C", "O", "C", "N", "C", "C", "O", "I", "H", "H", "H", "H", "H", "C", "O", "H", "H", "H", "H", "C", "O", "H", "H", "H", "H", "C", "O", "H", "H", "H", "H", "C", "O", "H", "H", "H", "H", "C", "O", "H", "H", "H", "H", "C", "O", "H", "H", "H", "H"], "positions_angstrom": [[-4.54378, 5.18779, -1.24926], [-3.43535, 4.53389, -0.81230], [-2.48156, 5.34287, -0.02759], [-3.12816, 2.94645, -1.17385], [-3.52369, 2.10367, 0.01808], [-2.93153, 0.71256, -0.01782], [-1.32928, 0.63397, 0.34168], [-0.41675, 0.14315, -0.51631], [-0.59932, 1.29211, 2.29804], [-3.80924, 2.70154, -2.12134], [-1.97859, 2.88221, -1.44751], [-3.37782, 2.58818, 0.93081], [-3.12230, 0.14028, -1.02073], [-3.49667, 0.08714, 0.82604], [-3.18487, 1.98401, -5.19080], [-2.66870, 1.38688, -4.01555], [-3.81029, 2.83517, -4.91157], [-2.35929, 2.33118, -5.81702], [-3.78846, 1.25466, -5.73647], [-2.11835, 0.63541, -4.29477], [1.85920, 4.13938, -0.14066], [2.37537, 3.54225, 1.03458], [1.23379, 4.99054, 0.13857], [2.68478, 4.48654, -0.76688], [1.25561, 3.41003, -0.68633], [2.92572, 2.79077, 0.75536], [0.98302, -2.15519, 0.83676], [0.64626, -2.08289, 2.20992], [0.82525, -1.17525, 0.38023], [2.03337, -2.43838, 0.73268], [0.34521, -2.89196, 0.34239], [0.79623, -2.96618, 2.58789], [-1.68712, -5.07368, -1.13170], [-1.81253, -4.85154, 0.26082], [-1.68613, -4.11004, -1.64649], [-0.74803, -5.59412, -1.33546], [-2.53126, -5.67154, -1.48386], [-1.81042, -5.72374, 0.69074], [4.74192, -0.23671, 1.79388], [3.49621, 0.01185, 1.16889], [5.51161, 0.36366, 1.30323], [4.68323, 0.04175, 2.84900], [4.99350, -1.29583, 1.69898], [2.83349, -0.53416, 1.62520], [3.97080, -3.36097, 3.42856], [3.18931, -2.24955, 3.03080], [4.78657, -3.49546, 2.71440], [4.38618, -3.17838, 4.42273], [3.34877, -4.25928, 3.44122], [2.47407, -2.15505, 3.68277]], "nbo_charge": [-0.751, 0.707, -0.842, -0.328, -0.634, -0.318, 0.418, -0.598, 0.095, 0.213, 0.193, 0.396, 0.236, 0.219, -0.247, -0.713, 0.199, 0.156, 0.149, 0.458, -0.248, -0.734, 0.202, 0.141, 0.170, 0.468, -0.278, -0.730, 0.230, 0.155, 0.164, 0.449, -0.247, -0.717, 0.192, 0.157, 0.158, 0.458, -0.231, -0.739, 0.168, 0.162, 0.151, 0.487, -0.248, -0.735, 0.183, 0.164, 0.157, 0.479], "lumo_energy_ev": 1.9, "e_homo_ev": -3.72, "orbital_gap_ev": 5.58, "e_tot_ev": -38853.037, "total_charge": -1}